Entry from the Open Molecules 2025 dataset: a single C4H6N2O molecule (ωB97M-V/def2-TZVPD).

The calculation puts the electronic energy at -340.58381 Ha. The highest occupied orbital energy comes out at -0.3101 Eh. The SMILES is C=C1CON=CN1. The total charge is 0.

Positions of all 13 atoms, in Å:
C1 1.959 -0.033 -0.205
C2 0.657 0.109 -0.081
C3 -0.222 -1.246 -0.043
O1 -1.675 -1.072 -0.406
N1 -2.251 -0.046 0.099
C4 -1.531 1.057 -0.094
N2 -0.241 1.286 -0.314
H1 2.255 -1.079 -0.075
H2 2.858 0.672 0.259
H3 -0.097 -1.584 1.079
H4 0.307 -2.031 -0.406
H5 -2.136 1.830 0.123
H6 0.116 2.136 0.065

Entry from the Open Molecules 2025 dataset: a gas-phase ion, C5H11N2 (charge +1) (ωB97M-V/def2-TZVPD).

The calculation puts the electronic energy at -306.24428 Ha. The highest occupied orbital energy (spin up / spin down) comes out at -0.5115 / -0.5271 Eh. The total charge is +1.

Positions of all 18 atoms, in Å:
C1 -1.677 0.652 -0.538
C2 -0.159 0.808 1.310
C3 0.341 -0.090 0.198
C4 0.730 -1.340 0.939
C5 1.495 0.486 -0.632
N1 -0.795 -0.298 -0.723
N2 -2.800 0.822 -1.114
H1 0.247 1.833 1.414
H2 -0.729 0.405 2.143
H3 0.783 -2.160 0.279
H4 0.092 -1.610 1.650
H5 1.771 -1.371 1.459
H6 1.336 1.491 -1.136
H7 1.652 -0.081 -1.539
H8 2.339 0.539 0.045
H9 -1.081 -1.068 -1.416
H10 -3.464 1.478 -0.748
H11 -3.210 0.176 -1.820

Entry from the Open Molecules 2025 dataset: a single C4H5NO molecule (ωB97M-V/def2-TZVPD).

The calculation puts the electronic energy at -285.30182 Ha. The highest occupied orbital energy comes out at -0.3492 Eh. The SMILES is Cc1cnoc1. The total charge is 0.

Positions of all 11 atoms, in Å:
C1 -1.483 -0.202 0.211
C2 -0.031 0.126 0.255
C3 0.895 1.201 0.251
N1 1.970 0.886 -0.429
O1 1.840 -0.429 -0.801
C4 0.697 -0.877 -0.306
H1 -2.074 -0.080 1.139
H2 -2.031 0.287 -0.585
H3 -1.262 -1.156 -0.383
H4 0.856 2.178 0.714
H5 0.623 -1.932 -0.066

Entry from the Open Molecules 2025 dataset: a molecular structure, C3H2AuF6I2NO4S2 (ωB97M-V/def2-TZVPD).

The calculation puts the electronic energy at -2597.01389 Ha. The highest occupied orbital energy (spin up / spin down) comes out at -0.6539 / -0.6539 Eh. The total charge is +2.

Positions of all 21 atoms, in Å:
Au1 -0.126 -0.211 0.370
I1 -2.165 0.495 1.800
C1 -2.284 -1.508 2.528
I2 -0.384 -2.329 2.006
H1 -3.068 -2.034 1.993
H2 -2.412 -1.497 3.606
F1 4.096 -0.607 -3.300
C2 3.632 -1.072 -2.175
F2 4.504 -0.957 -1.199
F3 3.199 -2.304 -2.291
S1 2.170 0.031 -1.697
O1 1.582 -0.782 -0.526
O2 2.577 1.345 -1.350
N1 1.283 -0.063 -2.952
S2 -0.282 -0.017 -2.981
O3 -0.871 -1.022 -3.777
O4 -0.867 0.127 -1.590
C3 -0.586 1.670 -3.746
F4 -0.124 2.572 -2.903
F5 0.042 1.709 -4.888
F6 -1.888 1.791 -3.902

Entry from the Open Molecules 2025 dataset: a molecular structure, C13H18N2O6PdSeSi (ωB97M-V/def2-TZVPD).

The calculation puts the electronic energy at -3886.02079 Ha. The highest occupied orbital energy comes out at -0.3236 Eh. The total charge is 0.

Positions of all 42 atoms, in Å:
Pd1 0.561 0.478 0.389
O1 0.847 1.991 4.080
C1 0.606 1.654 2.949
O2 1.244 0.730 2.268
C2 -0.498 2.354 2.164
C3 -1.372 3.331 2.596
C4 -2.315 3.810 1.689
C5 -2.376 3.322 0.385
C6 -1.473 2.346 0.017
N1 -0.588 1.935 0.912
C7 -1.334 1.639 -1.331
O3 -2.048 1.935 -2.253
O4 -0.373 0.738 -1.372
H1 -1.313 3.687 3.614
H2 -3.018 4.570 2.006
H3 -3.104 3.671 -0.333
N2 2.117 1.902 -0.346
C8 2.807 1.336 -1.524
C9 3.413 -0.014 -1.163
C10 2.415 -1.168 -1.131
O5 2.495 -2.056 -1.949
O6 1.537 -1.175 -0.144
H4 1.686 2.792 -0.573
H5 2.782 2.068 0.405
H6 3.587 2.013 -1.880
H7 2.064 1.226 -2.315
H8 3.907 0.054 -0.189
H9 4.162 -0.278 -1.907
C11 0.262 -4.039 0.338
Si1 -1.069 -2.851 -0.181
C12 -2.746 -3.568 0.262
C13 -1.005 -2.399 -1.979
Se1 -1.187 -0.986 1.205
H10 0.110 -4.996 -0.169
H11 0.230 -4.213 1.415
H12 1.245 -3.659 0.069
H13 -2.861 -4.533 -0.238
H14 -3.558 -2.917 -0.064
H15 -2.852 -3.741 1.335
H16 -1.225 -3.302 -2.558
H17 -0.016 -2.049 -2.267
H18 -1.744 -1.638 -2.230

Entry from the Open Molecules 2025 dataset: a single C4H5FS molecule (ωB97M-V/def2-TZVPD).

The calculation puts the electronic energy at -653.31124 Ha. The highest occupied orbital energy (spin up / spin down) comes out at -0.3144 / -0.3124 Eh. The total charge is 0.

Positions of all 11 atoms, in Å:
C1 -1.180 0.295 -0.154
C2 -1.460 -0.879 0.247
C3 0.226 0.779 -0.449
C4 1.282 -0.082 0.373
F1 -2.452 -1.617 0.596
S1 1.012 -1.920 0.141
H1 -2.072 0.791 -0.399
H2 0.644 0.640 -1.535
H3 0.401 1.761 -0.090
H4 2.177 0.176 -0.220
H5 1.422 0.057 1.491

Entry from the Open Molecules 2025 dataset: 7 unconnected molecules or ions with the total composition C25H48F2N12O10Si (ωB97M-V/def2-TZVPD).

The calculation puts the electronic energy at -2880.40639 Ha. The highest occupied orbital energy comes out at -0.3456 Eh. The SMILES is CCOCCC1=C(C(F)(F)CC[Si](C)(C)c2ccccc2)C(=O)OC1=O.NC(N)=O.NC(N)=O.NC(N)=O.NC(N)=O.NC(N)=O.NC(N)=O. The total charge is 0.

Positions of all 98 atoms, in Å:
C1 -5.565 1.231 2.070
C2 -4.234 1.918 1.653
O1 -3.218 1.873 2.640
C3 -2.640 0.594 2.780
C4 -1.843 0.094 1.544
C5 -0.356 -0.024 1.723
C6 0.617 0.866 1.968
C7 0.491 2.354 2.192
F1 -0.485 2.682 3.059
F2 1.668 2.744 2.805
C8 0.412 3.163 0.902
C9 -1.042 3.432 0.446
Si1 -1.085 3.533 -1.455
C10 -2.628 4.528 -1.917
C11 0.451 4.363 -2.169
C12 -1.294 1.738 -2.037
C13 -0.301 0.798 -1.798
C14 -0.474 -0.504 -2.189
C15 -1.616 -0.879 -2.852
C16 -2.593 0.044 -3.098
C17 -2.447 1.348 -2.678
C18 1.898 0.083 1.976
O2 3.017 0.388 2.246
O3 1.639 -1.219 1.542
C19 0.280 -1.396 1.585
O4 -0.292 -2.458 1.555
H1 -5.469 0.598 2.951
H2 -5.910 0.648 1.209
H3 -6.339 1.987 2.220
H4 -4.455 2.978 1.505
H5 -3.924 1.535 0.672
H6 -3.429 -0.140 2.997
H7 -2.002 0.590 3.667
H8 -2.194 -0.922 1.335
H9 -2.030 0.665 0.631
H10 1.070 2.749 0.135
H11 0.845 4.137 1.154
H12 -1.388 4.400 0.821
H13 -1.746 2.669 0.769
H14 -3.491 4.060 -1.429
H15 -2.763 4.564 -2.999
H16 -2.511 5.520 -1.469
H17 1.244 3.637 -2.378
H18 0.832 5.090 -1.438
H19 0.181 4.946 -3.058
H20 0.603 1.099 -1.278
H21 0.286 -1.252 -1.981
H22 -1.759 -1.906 -3.167
H23 -3.494 -0.249 -3.626
H24 -3.256 2.047 -2.859
N1 6.796 -1.906 2.557
C20 6.365 -2.702 1.530
N2 5.070 -2.515 1.160
O5 7.093 -3.522 0.988
H25 6.216 -1.228 3.014
H26 7.746 -2.018 2.856
H27 4.717 -3.086 0.405
H28 4.456 -1.850 1.594
N3 3.197 -6.460 -2.184
C21 3.697 -5.600 -1.256
N4 4.669 -6.132 -0.459
O6 3.309 -4.443 -1.145
H29 3.511 -7.413 -2.279
H30 2.482 -6.115 -2.796
H31 5.078 -5.535 0.238
H32 4.998 -7.077 -0.551
N5 5.259 -11.121 -0.755
C22 4.575 -9.946 -0.830
N6 3.758 -9.676 0.230
O7 4.686 -9.184 -1.782
H33 5.185 -11.759 0.013
H34 5.869 -11.345 -1.519
H35 3.240 -8.816 0.205
H36 3.653 -10.284 1.019
N7 -6.284 -2.853 -2.365
C23 -5.664 -1.978 -1.516
N8 -4.637 -2.513 -0.788
O8 -5.999 -0.810 -1.417
H37 -6.023 -3.815 -2.461
H38 -7.042 -2.495 -2.917
H39 -4.157 -1.900 -0.156
H40 -4.345 -3.469 -0.855
N9 2.508 5.787 -4.625
C24 1.459 6.300 -5.336
N10 1.807 6.988 -6.464
O9 0.298 6.156 -4.992
H41 3.467 5.896 -4.892
H42 2.289 5.275 -3.790
H43 1.061 7.378 -7.009
H44 2.752 7.120 -6.766
N11 -2.942 4.824 6.388
C25 -1.594 4.985 6.570
N12 -0.816 4.459 5.578
O10 -1.128 5.552 7.542
H45 -3.344 4.360 5.596
H46 -3.546 5.197 7.095
H47 0.177 4.555 5.674
H48 -1.184 3.989 4.772

Entry from the Open Molecules 2025 dataset: a gas-phase ion, C5H8N (charge +1) (ωB97M-V/def2-TZVPD).

The calculation puts the electronic energy at -249.56454 Ha. The highest occupied orbital energy comes out at -0.5285 Eh. The total charge is +1.

Positions of all 14 atoms, in Å:
C1 -1.264 0.364 0.494
C2 -2.570 0.663 0.579
C3 1.420 0.107 0.475
C4 1.769 0.839 -0.633
C5 0.097 -1.562 0.205
N1 -0.070 -0.133 0.343
H1 -3.136 0.654 -0.334
H2 -2.960 0.818 1.563
H3 1.412 0.265 -1.599
H4 2.948 0.944 -0.646
H5 1.417 1.925 -0.678
H6 -0.738 -2.116 0.782
H7 1.027 -1.820 0.752
H8 0.090 -1.893 -0.818

Entry from the Open Molecules 2025 dataset: a molecular structure, C17H18BCdClN6O2 (ωB97M-V/def2-TZVPD).

The calculation puts the electronic energy at -1789.74694 Ha. The highest occupied orbital energy (spin up / spin down) comes out at -0.5512 / -0.5507 Eh. The total charge is +2.

Positions of all 46 atoms, in Å:
C1 1.409 -0.976 -2.512
N1 0.838 0.032 -1.809
N2 1.448 1.215 -2.184
C2 2.327 0.957 -3.192
C3 2.329 -0.431 -3.423
B1 0.983 2.564 -1.455
N3 -0.586 2.820 -1.326
N4 -1.438 1.811 -0.918
C4 -2.698 2.296 -0.931
C5 -2.677 3.620 -1.421
C6 -1.324 3.913 -1.654
Cd1 -0.540 -0.165 -0.242
N5 1.567 2.655 -0.006
N6 1.129 1.822 0.996
C7 1.929 2.068 2.061
C8 2.783 3.169 1.785
C9 2.506 3.516 0.462
H1 1.948 1.509 2.993
H2 2.886 4.308 -0.172
H3 3.501 3.640 2.436
H4 1.427 3.485 -2.089
H5 -0.834 4.802 -2.055
H6 2.838 1.850 -3.652
H7 -3.540 4.253 -1.578
H8 2.920 -1.044 -4.166
H9 -3.560 1.716 -0.599
H10 1.098 -1.994 -2.286
H11 -1.010 0.466 1.655
C10 -1.983 -0.085 1.729
H12 -2.749 0.674 1.762
H13 -2.293 -0.701 0.863
H14 -1.763 -0.768 2.581
Cl1 -3.211 -6.252 0.872
C11 -1.995 -5.069 1.069
C12 -1.216 -5.052 2.243
C13 -0.233 -4.069 2.402
C14 0.010 -3.116 1.406
C15 -0.753 -3.175 0.227
C16 -1.775 -4.123 0.057
C17 1.145 -2.127 1.659
O1 1.923 -2.487 2.585
O2 1.192 -1.050 0.970
H15 -1.381 -5.805 3.010
H16 0.392 -4.054 3.291
H17 -0.569 -2.482 -0.605
H18 -2.398 -4.136 -0.838

Entry from the Open Molecules 2025 dataset: 5 unconnected molecules or ions with the total composition C2H14O4 (ωB97M-V/def2-TZVPD).

The calculation puts the electronic energy at -385.50931 Ha. The highest occupied orbital energy comes out at -0.4042 Eh. The SMILES is CC.O.O.O.O. The total charge is 0.

Positions of all 20 atoms, in Å:
C1 -0.996 -0.104 -1.794
C2 0.416 0.211 -1.274
H1 -1.624 0.699 -2.132
H2 -1.510 -0.533 -0.932
H3 -0.805 -0.690 -2.705
H4 0.162 1.024 -0.570
H5 0.842 -0.697 -0.878
H6 1.091 0.738 -1.961
O1 -4.405 -2.246 0.388
H7 -5.365 -2.288 0.427
H8 -4.148 -2.311 1.307
O2 5.660 1.702 -0.366
H9 6.501 2.134 -0.165
H10 4.998 2.369 -0.235
O3 -0.778 -2.514 0.612
H11 -0.876 -3.346 1.107
H12 -0.218 -2.778 -0.118
O4 0.024 3.035 3.169
H13 0.853 3.348 3.479
H14 0.177 2.246 2.645

Entry from the Open Molecules 2025 dataset: a molecular structure, C32H37Br6N7O2 (ωB97M-V/def2-TZVPD).

The calculation puts the electronic energy at -17219.18266 Ha. The highest occupied orbital energy comes out at -0.2952 Eh. The total charge is 0.

Positions of all 84 atoms, in Å:
N1 -9.889 -9.078 3.175
C1 -8.841 -9.331 4.036
C2 -8.012 -8.258 4.157
C3 -8.483 -7.397 3.186
C4 -9.705 -7.849 2.674
H1 -10.602 -9.724 2.866
H2 -8.759 -10.242 4.611
H3 -7.198 -8.204 4.866
H4 -7.930 -6.499 2.956
H5 -10.301 -7.439 1.872
N2 -12.894 -10.660 0.564
C5 -12.981 -9.309 0.762
C6 -13.897 -9.148 1.775
C7 -14.410 -10.363 2.231
C8 -13.815 -11.328 1.396
H6 -12.311 -11.167 -0.087
H7 -12.337 -8.658 0.191
H8 -14.137 -8.194 2.222
H9 -15.161 -10.491 2.996
H10 -13.850 -12.407 1.377
N3 -11.149 -5.094 0.747
C9 -12.193 -4.662 1.537
C10 -13.383 -4.918 0.823
C11 -12.990 -5.505 -0.404
C12 -11.599 -5.544 -0.460
H11 -10.200 -4.827 0.965
H12 -12.069 -4.064 2.428
H13 -14.370 -4.724 1.217
H14 -13.701 -5.887 -1.122
H15 -10.897 -5.818 -1.234
N4 -6.889 -14.422 0.920
C13 -7.077 -13.116 1.191
C14 -7.464 -13.024 2.554
C15 -7.496 -14.287 3.034
C16 -7.090 -15.141 2.081
H16 -6.490 -14.781 0.065
H17 -7.021 -12.380 0.403
H18 -7.668 -12.085 3.046
H19 -7.854 -14.454 4.039
H20 -6.982 -16.214 2.029
N5 -8.988 -3.163 4.830
C17 -8.122 -3.793 4.062
C18 -8.499 -3.571 2.747
C19 -9.585 -2.752 2.679
C20 -9.838 -2.511 4.045
H21 -8.918 -3.004 5.825
H22 -7.321 -4.358 4.515
H23 -8.111 -4.002 1.835
H24 -10.000 -2.224 1.834
H25 -10.610 -1.894 4.481
N6 -9.750 -6.322 5.947
C21 -9.401 -6.417 7.315
C22 -10.148 -5.515 7.997
C23 -10.940 -4.840 7.094
C24 -10.761 -5.402 5.830
H26 -9.269 -6.763 5.176
H27 -8.651 -7.096 7.694
H28 -10.096 -5.219 9.034
H29 -11.604 -4.031 7.359
H30 -11.131 -5.159 4.845
C25 -6.048 -6.166 0.024
Br1 -5.780 -5.057 1.620
Br2 -5.361 -5.118 -1.559
Br3 -8.021 -6.569 -0.255
H31 -5.542 -7.130 0.059
C26 -2.669 -7.413 3.138
Br4 -4.537 -7.455 3.902
Br5 -1.685 -5.922 3.882
Br6 -2.591 -7.149 1.174
H32 -2.169 -8.345 3.400
C27 -8.831 -10.016 8.196
C28 -8.526 -11.152 7.463
C29 -7.324 -11.841 7.632
C30 -6.405 -11.359 8.568
C31 -6.745 -10.230 9.329
C32 -7.958 -9.610 9.205
N7 -5.071 -11.930 8.707
O1 -4.751 -12.888 7.950
O2 -4.279 -11.424 9.489
H33 -9.794 -9.542 8.075
H34 -9.251 -11.554 6.771
H35 -7.122 -12.667 6.967
H36 -6.113 -9.743 10.056
H37 -8.335 -8.867 9.893

Entry from the Open Molecules 2025 dataset: a molecular structure, C18H10Cl2MnN6O4 (ωB97M-V/def2-TZVPD).

The calculation puts the electronic energy at -3391.64980 Ha. The highest occupied orbital energy (spin up / spin down) comes out at -0.6821 / -0.6821 Eh. The total charge is +3.

Positions of all 41 atoms, in Å:
Mn1 0.221 0.192 0.230
Cl1 -2.785 -3.008 -4.961
C1 -2.451 -2.286 -3.495
C2 -1.228 -1.728 -3.273
C3 -0.970 -1.121 -2.026
N1 0.133 -0.524 -1.624
C4 1.301 -0.394 -2.439
O1 1.409 -0.790 -3.558
C5 2.385 0.316 -1.700
C6 3.602 0.561 -2.302
C7 4.580 1.234 -1.579
C8 4.298 1.635 -0.282
C9 3.054 1.352 0.259
N2 2.112 0.702 -0.437
C10 -2.038 -1.109 -0.966
C11 -3.296 -1.692 -1.232
C12 -3.513 -2.266 -2.448
Cl2 -4.989 -2.965 -2.790
N3 -1.632 -0.520 0.139
C13 -2.461 -0.356 1.295
O2 -3.605 -0.680 1.372
C14 -1.689 0.258 2.413
C15 -2.277 0.467 3.644
C16 -1.518 1.044 4.655
C17 -0.200 1.387 4.392
C18 0.322 1.148 3.132
N4 -0.409 0.594 2.156
H1 -0.476 -1.751 -4.044
H2 3.762 0.227 -3.319
H3 5.545 1.443 -2.023
H4 5.028 2.164 0.316
H5 2.806 1.655 1.267
H6 -4.077 -1.687 -0.491
H7 -3.311 0.180 3.789
H8 -1.950 1.221 5.632
H9 0.427 1.835 5.150
H10 1.348 1.402 2.901
O3 -0.131 2.980 -0.182
N5 -0.088 1.885 -0.061
O4 1.702 -1.864 1.511
N6 1.062 -1.141 0.979

Question: Number 7 is which compound?
Answer: C25H48F2N12O10Si